--- a ---
Density functional theory data (ωB97M-V/def2-TZVPD) for C3H2N2OS in the gas phase.

Structure (XYZ):
```
9
Properties=species:S:1:pos:R:3
N -1.07955 -0.86714 0.21617
C 1.30150 -0.04106 -0.20694
C 0.93181 1.39483 -0.09810
S -1.95069 0.57426 -0.25158
C 0.21056 -1.04936 0.13389
O 2.42295 -0.52799 -0.34141
H 0.47257 -2.03437 0.59815
H -3.22089 0.01808 -0.26198
N 0.91173 2.53275 0.21179
```

Calculated values
SMILES = N#CC(=O)/C=N\S
Total charge = 0
Gap between HOMO and LUMO = 8.28 eV
HOMO = -9.909 eV

---

--- b ---
Density functional theory data (ωB97M-V/def2-TZVPD) for C3H2N2OS in the gas phase.

Structure (XYZ):
```
9
Properties=species:S:1:pos:R:3
C 0.85411 -0.55672 0.51346
C -0.10167 -1.38772 -0.18164
O -2.14064 0.46186 0.33096
S -1.60486 0.88358 -0.94397
C 0.78071 0.73303 0.16363
N -0.77571 -2.10181 -0.79731
N -0.09459 1.13738 -0.84268
H 1.68820 -0.64387 1.11590
H 1.39445 1.47427 0.64166
```

Calculated values
Total charge = 0
Gap between HOMO and LUMO = 8.79 eV
HOMO = -9.988 eV

---

--- c ---
Density functional theory data (ωB97M-V/def2-TZVPD) for C3H2N2OS in the gas phase.

Structure (XYZ):
```
9
Properties=species:S:1:pos:R:3
C 0.33079 -0.44303 1.05848
O 0.63950 0.34866 2.01465
C -0.01134 0.41101 0.01511
C -0.62761 -0.09079 -1.18068
N 0.03130 1.77291 0.48439
H 0.57243 -1.34334 1.33019
S -0.38874 -1.64814 -1.81581
N 0.52863 1.81185 1.52775
H -1.53913 0.56780 -1.83692
```

Calculated values
SMILES = S=Cc1conn1
Total charge = 0
Gap between HOMO and LUMO = 7.98 eV
HOMO = -8.979 eV

---

Most stable to least stable, the ends of the list are b and c.

---

--- a ---
Density functional theory data (ωB97M-V/def2-TZVPD) for C5H9NO in the gas phase.

Structure (XYZ):
```
16
Properties=species:S:1:pos:R:3
N -0.55853 0.76677 -0.97794
C 1.60654 0.49276 -0.00027
H -1.18848 1.27064 -1.59293
H -0.50977 -1.17352 -0.19638
C 2.13500 -0.83417 -0.50921
H -2.16957 -0.80447 1.62667
H -2.43142 0.87050 1.09873
O 1.50271 -1.86655 -0.53408
C 0.67377 1.22184 -0.98810
H 3.18410 -0.82845 -0.86375
H 2.46830 1.14595 0.16640
H -0.86827 0.38440 1.77195
C -1.69985 0.05723 1.14042
H 1.13017 0.30238 0.97199
H -2.06094 -0.66339 -0.86503
C -1.21377 -0.34191 -0.24847
```

Calculated values
Total charge = 0
Gap between HOMO and LUMO = 8.87 eV
HOMO = -8.130 eV

---

--- b ---
Density functional theory data (ωB97M-V/def2-TZVPD) for a 2-piece molecular cluster, C5H9NO overall.

Structure (XYZ):
```
16
Properties=species:S:1:pos:R:3
H -2.45062 0.39327 0.58530
H 0.12411 -1.57523 -1.14225
C 1.84878 0.88954 -0.79114
H -0.22474 0.89554 -2.98334
O 2.12839 2.01973 -0.95301
N 1.68613 -0.29719 -0.64444
C -0.03732 0.16932 1.87796
C 0.56670 -1.13045 -0.24477
H -0.69628 0.80911 -2.41457
H -1.99628 -0.58583 -0.91824
H 0.96663 0.60449 1.82594
C -0.47522 -0.36121 0.53754
H 0.97536 -1.95133 0.35593
C -1.69758 -0.17511 0.04418
H -0.72305 0.93608 2.24790
H 0.00498 -0.64075 2.61700
```

Calculated values
SMILES = C=C(C)CN=C=O.[H][H]
Total charge = 0
Gap between HOMO and LUMO = 10.85 eV
HOMO = -9.962 eV

---

--- c ---
Density functional theory data (ωB97M-V/def2-TZVPD) for C5H9NO in the gas phase.

Structure (XYZ):
```
16
Properties=species:S:1:pos:R:3
H -2.08309 -0.03127 2.19840
H 0.23361 1.74146 1.46299
O 0.60280 0.28458 -2.63228
C -1.94041 0.29636 1.16422
C 0.46093 0.79507 0.97065
H 2.20438 -1.13462 -0.42199
C 1.38028 -1.38205 -1.10133
H -2.69980 -0.18154 0.53836
H -2.08699 1.38888 1.11889
N -0.62208 -0.11778 0.71365
H 1.78439 -1.85419 -1.99770
C 0.63545 -0.12844 -1.49152
H 1.41085 0.34684 1.25394
C -0.08195 0.63014 -0.41136
H -0.67108 1.46129 -0.80050
H 0.71759 -2.06805 -0.56598
```

Calculated values
SMILES = CC(=O)[C@@H]1CN1C
Total charge = 0
Gap between HOMO and LUMO = 10.35 eV
HOMO = -9.388 eV

---

Most stable to least stable, the ends of the list are c and a.

---

--- a ---
Density functional theory data (ωB97M-V/def2-TZVPD) for a 2-piece molecular cluster, C5H9NO overall.

Structure (XYZ):
```
16
Properties=species:S:1:pos:R:3
H -0.44581 -2.49596 0.82167
H -0.73788 0.97912 -0.40045
H 0.80215 1.49138 -3.09567
C 0.00733 1.56566 -1.13285
H -1.88252 0.23155 1.02301
C 0.39318 0.31675 1.00532
C 0.49494 0.94594 -2.20951
O 0.41117 1.31237 1.71639
C -1.04481 -0.45109 0.91105
H 0.59609 -0.13422 -2.20908
H -2.24494 -2.17819 0.69380
H -0.09492 2.64564 -1.09830
H 2.11976 -0.45788 1.70869
C -1.24474 -1.76404 0.78155
N 1.47886 -0.53742 0.92962
H 1.39216 -1.46961 0.55475
```

Calculated values
SMILES = C=CC(N)=O.C=C
Total charge = 0
Gap between HOMO and LUMO = 10.40 eV
HOMO = -9.623 eV

---

--- b ---
Density functional theory data (ωB97M-V/def2-TZVPD) for C5H9NO in the gas phase.

Structure (XYZ):
```
16
Properties=species:S:1:pos:R:3
C -0.76690 -0.06884 0.82449
C 1.00118 -1.91505 1.26754
O -1.16038 0.16428 1.92402
H -0.00691 -1.03963 -1.84545
C 0.25158 -0.43547 -0.97589
C -0.32612 2.09443 -0.50161
H -0.28390 2.50427 -1.51524
H -0.38860 -2.11083 0.62615
H -1.73974 0.52736 -1.01218
H 1.51485 -2.64471 0.63974
N 0.05228 -1.16890 0.33580
C -0.76205 0.63769 -0.52739
H 1.28805 -0.08526 -1.04248
H 0.66396 2.19981 -0.04504
H 1.67769 -1.20083 1.73821
H -1.03301 2.68818 0.08538
```

Calculated values
Total charge = 0
Gap between HOMO and LUMO = 7.63 eV
HOMO = -7.162 eV

---

--- c ---
Density functional theory data (ωB97M-V/def2-TZVPD) for C5H9NO as an isolated structure.

Structure (XYZ):
```
16
Properties=species:S:1:pos:R:3
C 0.16126 -0.23734 0.75041
C -0.47490 -1.63416 -0.50890
C -0.35951 0.95696 1.53321
H -1.12100 1.02948 -1.55721
H 1.37473 -0.66471 -0.96244
H 1.51992 -0.43918 1.32350
H 0.55785 1.63128 -1.57453
O -0.97009 -2.40415 -1.28711
C -0.07480 0.75026 -1.71124
H 1.02453 -1.31282 1.44228
H 0.03140 0.40607 -2.74750
H 0.37892 1.76081 1.58729
N -0.40281 -1.53650 0.87547
C 0.35306 -0.33561 -0.75022
H -1.26614 1.37938 1.05570
H -0.66748 0.66003 2.53884
```

Calculated values
Total charge = 0
Gap between HOMO and LUMO = 8.72 eV
HOMO = -9.044 eV

---

--- d ---
Density functional theory data (ωB97M-V/def2-TZVPD) for C5H9NO in the gas phase.

Structure (XYZ):
```
16
Properties=species:S:1:pos:R:3
H -2.89120 1.23492 0.03746
H -1.42380 1.94968 -0.72557
H 2.07136 0.38549 1.07521
O -0.97842 0.95978 1.90926
H -1.10774 0.21419 2.51598
N -1.09873 0.32886 0.65975
C 1.48663 -0.44071 0.65554
C -1.89202 1.02854 -0.34233
C 0.07387 -0.19771 0.16123
H -0.40778 -1.00692 -1.83180
H 2.32199 -0.07700 -1.36187
C 0.28095 -0.74450 -1.03982
H 1.56609 -1.30477 1.32619
H 2.23431 -1.82897 -1.00692
H -2.00021 0.35665 -1.20116
C 1.76472 -0.85752 -0.83117
```

Calculated values
SMILES = CN(O)C1=CCC1
Total charge = 0
Gap between HOMO and LUMO = 8.64 eV
HOMO = -7.708 eV

---

Most stable to least stable, the ends of the list are a and c.

---

--- a ---
Density functional theory data (ωB97M-V/def2-TZVPD) for a 2-piece molecular cluster, C6H12O2 overall.

Structure (XYZ):
```
20
Properties=species:S:1:pos:R:3
H 2.21118 2.74114 -2.39124
H -0.79270 -2.37650 -0.49190
H 1.20460 3.27469 -0.23994
C 0.90246 1.41273 -1.35233
H -1.22976 0.43389 -0.04714
O -2.45153 -1.55158 0.33422
C 1.78785 1.79798 -2.54557
H 2.56461 1.07079 -2.59743
C 0.32464 0.06031 -1.43491
H -0.90952 -2.46163 6.43123
H 0.48966 -2.15964 6.04877
H -1.98191 -1.82246 -1.67937
H 0.48189 1.97999 0.66383
C -1.48352 -1.58101 -0.75531
O -0.03855 -2.39544 6.81380
C 0.90865 2.23497 -0.31243
H -3.30112 -1.67812 -0.09010
H 1.23100 1.85708 -3.48448
H 0.85659 -0.59076 -2.11318
C -0.77451 -0.24643 -0.75652
```

Calculated values
SMILES = C=C(C)/C=C/CO.O
Total charge = 0
Gap between HOMO and LUMO = 9.46 eV
HOMO = -8.736 eV

---

--- b ---
Density functional theory data (ωB97M-V/def2-TZVPD) for C6H12O2 in the gas phase.

Structure (XYZ):
```
20
Properties=species:S:1:pos:R:3
H -3.53132 0.85076 0.61873
C 0.01388 -0.77430 0.29575
O -1.65910 0.29364 1.22644
H 2.66110 0.79095 -0.10250
C 0.26899 1.83709 0.75978
C 2.65407 -0.30546 -0.04683
H 0.59328 -1.83319 -1.47180
C -0.08232 0.57219 0.79065
H -2.35117 0.72750 -0.70278
C -2.67545 0.27750 0.24574
H 3.62627 -0.55149 0.39511
H -1.11609 -1.54778 -1.35140
H 2.64943 -0.69989 -1.06989
O 1.62531 -0.78501 0.78189
C -0.14257 -1.08470 -1.16971
H 1.28108 2.14834 0.53943
H -0.43146 2.60776 1.05894
H -0.34638 -1.56994 0.94009
H -0.02259 -0.20375 -1.80102
H -3.01496 -0.75022 0.06338
```

Calculated values
SMILES = C=C(OC)[C@@H](C)OC
Total charge = 0
Gap between HOMO and LUMO = 9.91 eV
HOMO = -9.013 eV

---

Most stable to least stable, the ends of the list are a and b.

---

--- a ---
Density functional theory data (ωB97M-V/def2-TZVPD) for a 10-piece molecular cluster, H19O10 overall.

Structure (XYZ):
```
29
Properties=species:S:1:pos:R:3
H -1.41669 -1.12220 -0.23883
H 0.44957 -0.76046 3.22481
H -0.53654 0.27326 0.81231
H 1.56189 -0.14515 2.36881
H 2.84200 0.74797 -1.29315
O -0.62033 1.35386 0.83433
H -2.49119 -1.61224 2.67275
O -2.57084 2.50883 -0.54976
H 1.11175 3.36582 -1.06115
O 1.20167 -2.42172 -0.30536
H -2.04500 1.88991 0.00824
H 0.81530 -3.37824 -1.76251
H 0.09673 -2.10010 -2.03203
H 0.04351 1.59142 -2.13145
O -0.79271 -1.09244 0.48719
O 0.51482 0.95151 -1.61176
O 1.24995 -0.97491 2.75139
H 0.21133 -2.18918 0.03329
O -2.05177 -0.74059 2.65076
H 0.13009 2.64309 -0.22366
H -1.08914 1.34901 1.70628
H -1.25017 -1.03793 2.18405
O 2.92816 -0.16630 -1.62882
H -0.02750 0.33952 -1.09934
O 0.28061 -2.93970 -2.45846
H -2.53330 2.53449 -1.50709
O 0.29935 3.55244 -0.56555
H 1.69845 -2.04469 0.42465
H 1.98999 -0.37527 -1.68992
```

Calculated values
Total charge = -1
Gap between HOMO and LUMO = 9.46 eV
HOMO = -6.341 eV

---

--- b ---
Density functional theory data (ωB97M-V/def2-TZVPD) for a 10-piece molecular cluster, H19O10 overall.

Structure (XYZ):
```
29
Properties=species:S:1:pos:R:3
H 48.23700 12.45700 44.47200
H 46.00400 9.39000 41.77500
H 48.89200 10.95700 42.62000
O 46.04300 10.67000 45.70700
H 48.35600 7.21200 46.18700
H 47.10800 8.77700 43.39000
H 47.29900 8.24400 46.05800
H 47.95400 6.71600 43.26100
H 47.73900 7.98500 40.98600
O 45.72600 6.30000 41.40100
O 49.03500 10.25000 41.97600
H 45.42600 10.82900 41.94600
H 45.31400 6.85600 44.74100
O 47.90700 8.19200 40.07700
H 45.26700 6.86000 40.83900
H 46.12200 7.66800 43.84800
O 45.73400 10.22800 41.31100
O 47.15100 8.21600 42.57000
O 45.59100 7.75300 44.67600
H 47.68500 11.07800 44.67900
H 45.65500 11.26600 44.97100
O 47.72300 7.83200 46.73800
H 47.77600 9.16600 39.86700
O 48.59600 6.10300 43.47600
H 46.22500 7.13700 41.66500
H 46.00900 9.85300 45.44100
H 48.38500 9.66900 42.58600
O 48.58400 11.59000 44.45700
H 49.30200 6.38700 42.88100
```

Calculated values
Total charge = -1
Gap between HOMO and LUMO = 9.15 eV
HOMO = -6.683 eV

---

Most stable to least stable, the ends of the list are a and b.

---

--- a ---
Density functional theory data (ωB97M-V/def2-TZVPD) for C5H10N as an isolated structure.

Structure (XYZ):
```
16
Properties=species:S:1:pos:R:3
C -1.13934 -1.01234 -0.39582
H -0.93267 -2.07745 -0.39256
H 1.59907 0.38734 -2.11396
C -0.13285 0.00066 -0.05163
N -0.73738 1.31236 -0.08162
H 0.98571 0.42787 1.89550
H 0.76855 -1.39183 1.27085
H 3.15782 -0.42846 0.40693
C 0.89015 -0.36338 1.06552
H -1.62736 1.55720 0.31431
H -1.37719 -0.78788 -1.38550
H -2.05323 -0.90360 0.34951
C 1.60432 0.10311 -1.04526
C 2.06192 -0.25577 0.12128
H 0.11599 1.89654 0.37634
H -0.85806 1.49159 -1.13768
```

Calculated values
Total charge = +1
Gap between HOMO and LUMO = 9.83 eV
HOMO = -13.592 eV

---

--- b ---
Density functional theory data (ωB97M-V/def2-TZVPD) for a 2-piece molecular cluster, C5H10N overall.

Structure (XYZ):
```
16
Properties=species:S:1:pos:R:3
C 1.94924 -0.62144 0.20010
H -2.37638 0.58202 -0.87678
H 1.40814 2.00842 0.92148
H 2.55300 -0.07153 -0.55776
H -1.89819 -0.89875 -1.15571
H -0.99745 -1.45276 1.02922
N -1.84451 -0.12960 -0.47505
H 0.95170 -2.04639 -1.22262
C 0.91658 -1.49221 -0.26695
H 0.61306 1.76719 -0.67070
H -2.51670 -0.50075 0.22468
C -0.10704 -1.12174 0.62135
C 0.69281 0.05099 0.59471
H 2.66648 -0.94298 0.99648
H -0.41801 1.67393 0.89785
C 0.56146 1.48646 0.45894
```

Calculated values
Total charge = +1
Gap between HOMO and LUMO = 10.05 eV
HOMO = -14.401 eV

---

Most stable to least stable, the ends of the list are b and a.